This record from the Open Molecules 2025 dataset describes the molecule C3H6BN in a non-equilibrium geometry. The level of theory is ωB97M-V/def2-TZVPD.

Positions of all 11 atoms, in Å:
B -1.0010 0.2545 -0.3979
C 1.1651 -0.3181 0.7960
C -0.2906 0.1632 0.9828
C -0.3282 -0.2327 -1.6382
N 1.7787 -0.7058 -0.1458
H -1.9518 1.0286 -0.6031
H 1.6010 -0.2362 1.7960
H -0.1464 1.1375 1.5716
H -0.6412 -0.5378 1.6666
H -0.8876 -0.6376 -2.4646
H 0.7019 0.0844 -1.5633

Its spin multiplicity is 1. The value obtained for the total energy is -5370.16235 eV. As for the HOMO-LUMO gap (spin up / spin down): 8.5479 / 8.2692 eV. Its highest occupied orbital energy (spin up / spin down) is -8.9 / -9.1 eV. The energy above the lowest of the compared OMol25 structures with the same formula, charge and spin comes out at 92.6 kcal/mol. The calculation puts the LUMO energy (spin up / spin down) at -0.339 / -0.786 eV.